## A
Below is 2 unconnected molecules or ions with the total composition C6H15NO, with properties calculated with ωB97M-V/def2-TZVPD.

XYZ file:
```
23
Properties=species:S:1:pos:R:3:nbo_charge:R:1
H -0.1338 -1.5312 0.3309 0.22
N -0.1528 0.6998 0.7346 -0.67
H 0.5119 2.3226 2.9538 0.46
H -2.0254 -0.1580 0.0493 0.19
H -1.2711 1.8922 -1.3983 0.22
H 0.1323 0.4233 -1.5458 0.19
H 2.7857 -2.3830 -1.5474 0.19
H 1.6654 0.6787 -0.4983 0.20
C 0.7246 -1.3309 -0.2757 -0.45
H 0.2446 1.5311 1.1347 0.36
C 0.7026 -2.0663 -1.6342 -0.16
H 1.9143 -2.9375 -3.0846 0.19
H 0.0207 0.8055 2.7765 0.49
H -2.0285 2.7244 -0.3515 0.20
C -2.0702 1.6596 -0.7190 -0.64
C 1.9417 -2.4155 -2.1379 -0.40
O 0.0413 1.5785 3.4129 -0.96
C -1.5595 0.7685 0.3403 -0.25
H 1.7210 -1.6365 0.2013 0.21
H -2.1362 0.7548 1.3020 0.21
C 0.6674 0.2092 -0.4914 -0.22
H -0.1226 -2.3618 -2.1319 0.19
H -2.9793 1.4011 -1.1282 0.22
```

Calculated values
Charge: 0
Frontier orbital gap in eV: 10.280
Lowest unoccupied orbital energy in eV: 0.9

## B
Below is a single C6H15NO molecule, with properties calculated with ωB97M-V/def2-TZVPD.

XYZ file:
```
23
Properties=species:S:1:pos:R:3:nbo_charge:R:1
C -0.0414 0.4378 -0.5540 -0.06
H 0.8053 2.6011 1.4439 0.20
C 0.7225 1.5280 1.6672 -0.62
H 0.3220 1.6030 2.6916 0.20
C -0.5099 0.9491 0.8351 -0.21
H -1.6879 -0.9026 1.2160 0.21
H 0.2629 -1.3120 -2.7229 0.46
H -1.4095 -1.0778 -1.4627 0.23
H -1.3039 0.3785 -2.4204 0.21
H 2.3235 -0.6495 -1.7696 0.15
C -1.1293 -0.1327 1.7422 -0.64
H -0.2946 -0.5752 2.2835 0.21
C -1.2540 0.0029 -1.3951 -0.67
H 1.6465 0.9838 1.5490 0.23
H 0.5447 1.1943 -1.0640 0.20
O 0.7555 -2.0073 -2.2707 -0.73
H 0.6133 -1.2662 0.4601 0.36
N 0.9581 -0.6106 -0.2279 -0.65
C 1.6175 -1.3410 -1.3087 0.08
H -1.0164 1.8883 0.6102 0.21
H 2.1287 -2.1883 -0.8435 0.18
H -2.2254 0.3239 -0.9710 0.22
H -1.8283 0.1723 2.5117 0.22
```

Calculated values
Charge: 0
Frontier orbital gap in eV: 10.060
Lowest unoccupied orbital energy in eV: 1.0

Going by the computed energies, the most stable comes first: B, A.

## A
Below is a molecular structure, C6H15NO, with properties calculated with ωB97M-V/def2-TZVPD.

XYZ file:
```
23
Properties=species:S:1:pos:R:3:nbo_charge:R:1
C -1.8730 -0.2493 0.6304 -0.65
C 0.8220 -0.0848 -1.0038 0.46
C 0.4312 1.2353 -1.6352 -0.52
H 0.2891 -2.3150 -0.3669 0.42
H 0.6560 1.1299 -2.7022 0.24
H 1.3578 -1.4940 1.6120 0.18
C 1.1864 2.4417 -1.0839 -0.61
H -0.4512 0.2504 2.1884 0.20
N 0.0112 -2.6798 0.6076 -0.83
H 1.7978 -0.0712 -0.4872 0.13
H -2.4685 0.6545 0.4838 0.21
H -0.1802 -1.9206 2.5185 0.19
H -1.8459 -0.8037 -0.3137 0.21
C -0.4694 0.0583 1.1140 -0.55
H 0.9669 2.6035 -0.0283 0.21
C 0.3058 -1.7652 1.5599 -0.09
H -0.0860 1.0204 0.7910 0.20
H -0.6508 1.3663 -1.5596 0.23
H 0.9099 3.3499 -1.6208 0.22
H -0.9520 -2.9966 0.6153 0.36
H -2.4120 -0.8764 1.3463 0.20
O 0.3906 -1.1555 -1.4862 -0.62
H 2.2645 2.3018 -1.1795 0.21
```

Calculated values
Charge: 0
Frontier orbital gap in eV: 8.930
Lowest unoccupied orbital energy in eV: 1.0

## B
Below is a single C6H15NO molecule, with properties calculated with ωB97M-V/def2-TZVPD.

XYZ file:
```
23
Properties=species:S:1:pos:R:3:nbo_charge:R:1
C -1.2042 -2.0102 2.1694 -0.05
C 0.3317 2.0516 -1.6439 -0.42
H 0.0951 -2.8393 0.6230 0.22
H 0.1007 2.9477 -0.9818 0.19
H -0.6112 2.0133 -2.0438 0.22
H -1.6945 -1.0653 2.5073 0.16
H -1.9907 -2.8314 1.8047 0.18
H 0.8462 1.5245 0.2923 0.18
H 1.2171 0.1088 -0.8430 0.19
H -0.3538 -2.1299 4.0761 0.48
H -1.0764 1.0625 0.6706 0.37
H -1.8558 -1.2388 -0.0836 0.20
C -0.7907 -0.9868 -0.0263 -0.21
N -0.7167 0.4575 -0.0715 -0.67
H -0.3520 -1.3201 -1.0807 0.19
H 1.4421 1.8980 -3.5543 0.21
H 2.4250 1.7203 -2.1636 0.20
C 1.5681 2.2765 -2.5335 -0.62
O -0.7080 -2.6345 3.3233 -0.76
H 2.0290 3.2210 -2.6855 0.22
C 0.5384 0.9851 -0.6005 -0.21
C -0.0754 -1.8176 1.1078 -0.46
H 0.8358 -1.3929 1.7374 0.22
```

Calculated values
Charge: 0
Frontier orbital gap in eV: 9.149
Lowest unoccupied orbital energy in eV: 0.9

Going by the computed energies, the most stable comes first: B, A.

## A
Below is a single C5H13NS2 molecule, with properties calculated with ωB97M-V/def2-TZVPD.

XYZ file:
```
21
Properties=species:S:1:pos:R:3:nbo_charge:R:1
C 0.8486 0.4112 -0.2811 -0.46
H 1.1766 -0.8846 -2.0114 0.24
H 0.1325 3.3060 3.0226 0.22
S 0.2758 -3.2982 -0.1530 -0.17
H 0.3006 2.0515 -1.4029 0.14
C 0.3754 -0.4174 -1.4504 -0.52
H -0.0686 -4.4499 -0.7692 0.14
S -0.7910 -1.7142 -0.9321 0.09
H 2.0139 2.1585 -0.8736 0.20
H -0.3069 0.1525 -2.0831 0.23
H 0.2847 0.3310 0.6498 0.23
C -0.7559 2.8016 2.6532 -0.61
H 0.7842 3.7225 0.4820 0.37
C -0.7669 2.5528 1.1188 -0.22
H 1.7344 0.0094 0.2359 0.22
H -1.4492 3.2823 0.6812 0.16
C 1.0010 1.9311 -0.5564 -0.20
H -0.7889 1.8391 3.1616 0.21
H -1.1660 1.5634 0.9368 0.20
N 0.5645 2.7421 0.5506 -0.65
H -1.6763 3.3525 2.8447 0.20
```

Calculated values
Charge: 0
Frontier orbital gap in eV: 8.955
Lowest unoccupied orbital energy in eV: 0.6

## B
Below is 2 unconnected molecules or ions with the total composition C5H13NS2, with properties calculated with ωB97M-V/def2-TZVPD.

XYZ file:
```
21
Properties=species:S:1:pos:R:3:nbo_charge:R:1
S 1.1601 1.7626 1.6759 -0.39
H -2.6847 1.5619 -0.2835 0.29
H 0.8100 0.8074 -0.7096 0.19
H -0.8808 -2.0438 1.1479 0.21
H 2.2490 -0.3505 1.0156 0.22
H 2.8184 -1.5565 -0.2517 0.21
H 1.0929 2.9530 1.0919 0.11
C -1.7982 0.9484 -0.2352 -0.61
H -0.5204 -1.2894 -1.3786 0.36
C -1.9954 -0.3673 0.4556 -0.44
H -0.0642 -0.4405 1.2844 0.21
H -2.5224 -0.1869 1.4192 0.23
C 2.4306 -0.5108 -0.0572 -0.63
H -1.0192 1.5856 0.2616 0.27
H 1.2593 -0.2364 -2.0349 0.20
H -2.6419 -0.9736 -0.2063 0.22
C -0.6999 -1.0990 0.6380 -0.23
N 0.0994 -1.3061 -0.6000 -0.60
H 3.2340 0.1842 -0.3289 0.22
S -1.4772 0.7892 -1.9604 0.19
C 1.1504 -0.2316 -0.9439 -0.24
```

Calculated values
Charge: 0
Frontier orbital gap in eV: 3.776
Lowest unoccupied orbital energy in eV: -4.2

## C
Below is 2 unconnected molecules or ions with the total composition C5H13NS2, with properties calculated with ωB97M-V/def2-TZVPD.

XYZ file:
```
21
Properties=species:S:1:pos:R:3:nbo_charge:R:1
H -2.0191 1.0916 -1.0923 0.17
S 2.2846 2.7948 -0.3799 -0.14
H -2.3370 -1.0279 1.6718 0.16
H 0.0914 -1.4403 1.3399 0.20
H 0.4827 -0.0500 2.3709 0.22
H -0.2751 -1.4956 3.0753 0.21
S 2.1535 1.5279 -2.0104 0.07
C -2.1672 0.4825 -0.2046 -0.08
C 1.3579 0.0906 -1.1878 -0.52
H 1.1460 3.5010 -0.6123 0.13
H 2.3164 -1.6059 -2.2903 0.22
C 1.3598 -1.1241 -2.0860 -0.63
H 0.9645 -0.8518 -3.0728 0.21
H -2.9618 -0.2701 -0.2511 0.14
H 0.3125 0.3357 -1.0225 0.22
H 0.6628 -1.8912 -1.7397 0.22
H 1.8936 -0.0123 -0.2497 0.22
C -0.2332 -0.8514 2.1968 -0.61
N -1.4789 0.7031 0.8264 -0.38
H -1.9387 0.3430 2.7875 0.20
C -1.6149 -0.2496 1.9309 -0.25
```

Calculated values
Charge: 0
Frontier orbital gap in eV: 9.573
Lowest unoccupied orbital energy in eV: 0.7

Going by the computed energies, the most stable comes first: C, A, B.